[1]
The following is a DFT calculation (wB97M-V/def2-TZVPD) of a structure of composition CHIOS2 at a distorted geometry.

Output
- Frontier orbital gap (alpha / beta): 0.2984 / 0.2193 hartree
- Molecular weight: 220.06 g mol⁻¹
- Charge: 0
- Electronic energy: -32868.668 eV
- ΔE to the lowest compared entry with this formula, charge and spin: 13.07 kcal per mole
- Multiplicity: 3

Geometry as XYZ:
```
6
Properties=species:S:1:pos:R:3:nbo_charge:R:1
C 1.139 -0.107 -0.349 -0.549
O -0.583 0.129 1.494 -0.767
S 2.080 -1.084 -1.195 0.162
S -0.636 -0.430 0.158 0.974
I -3.495 0.747 -0.330 -0.035
H 1.495 0.744 0.222 0.216
```

---

[2]
The following is a DFT calculation (wB97M-V/def2-TZVPD) of a structure of composition C5H6N at a distorted geometry.

Output
- Frontier orbital gap: 0.3492 hartree
- Molecular weight: 80.11 g mol⁻¹
- Charge: +1
- Electronic energy: -6759.325 eV
- ΔE to the lowest compared entry with this formula, charge and spin: 134.97 kcal per mole

Geometry as XYZ:
```
12
Properties=species:S:1:pos:R:3:nbo_charge:R:1
C 1.809 -0.928 -0.652 -0.066
C -0.270 0.471 -0.248 -0.419
C -0.488 -0.975 -0.502 0.163
C 1.083 0.128 -0.546 0.480
C -0.709 1.047 1.098 -0.562
N 0.568 -1.684 -0.762 -0.221
H 2.749 -1.263 -0.840 0.287
H -0.771 1.136 -1.094 0.343
H -1.561 -1.413 -0.513 0.259
H -1.314 1.841 0.814 0.245
H 0.155 1.357 1.700 0.252
H -1.251 0.284 1.547 0.238
```

---

[3]
The following is a DFT calculation (wB97M-V/def2-TZVPD) of a structure of composition C40H38N5O2Tc at a distorted geometry.

Output
- Frontier orbital gap (alpha / beta): 0.2142 / 0.2228 hartree
- Molecular weight: 718.78 g mol⁻¹
- Charge: +3
- Electronic energy: -55815.934 eV
- ΔE to the lowest compared entry with this formula, charge and spin: 0.00 kcal per mole
- Multiplicity: 2

Geometry as XYZ:
```
86
Properties=species:S:1:pos:R:3:mulliken_charge:R:1
Tc 0.108 -0.186 -0.342 1.011
C 1.961 -2.742 1.608 -1.285
C 1.217 -1.526 2.070 0.498
C -0.178 -1.397 1.815 -0.884
C -0.955 -0.474 2.569 1.181
C -2.458 -0.491 2.519 -1.719
C -0.304 0.356 3.466 -0.780
C 1.084 0.330 3.619 0.684
C 1.770 1.253 4.579 -1.788
C 1.830 -0.607 2.900 -0.748
H 1.919 -3.484 2.409 0.542
H 3.014 -2.535 1.419 0.206
H 1.513 -3.195 0.726 0.169
H -0.694 -2.245 1.369 1.268
H -2.844 -0.874 3.466 0.443
H -2.839 -1.134 1.730 0.322
H -2.871 0.512 2.398 0.329
H -0.893 1.020 4.090 0.579
H 2.216 0.683 5.395 0.447
H 1.081 1.975 5.014 0.364
H 2.581 1.788 4.084 0.350
H 2.896 -0.686 3.083 0.571
O 0.462 6.612 -1.327 -0.501
C 0.245 6.181 -0.010 -0.507
C 0.074 4.693 -0.026 -0.244
C -0.007 3.957 1.152 -1.080
C -0.134 2.590 1.092 -0.488
N -0.200 1.913 -0.072 1.038
C -0.153 2.632 -1.228 0.436
C -0.009 3.999 -1.233 -0.505
C -0.234 1.840 -2.468 0.155
C -0.505 2.378 -3.708 -0.570
C -0.528 1.548 -4.827 0.129
C -0.814 2.110 -6.186 -0.608
O -1.258 3.430 -6.027 -0.502
C -0.276 0.187 -4.644 -1.288
C -0.043 -0.290 -3.377 -0.366
N -0.028 0.517 -2.302 0.620
H 0.479 7.577 -1.362 0.340
H -0.658 6.622 0.431 0.378
H 1.081 6.429 0.655 0.358
H 0.027 4.440 2.120 0.581
H -0.194 1.997 1.990 0.110
H 0.055 4.551 -2.159 0.705
H -0.719 3.429 -3.831 0.706
H -1.557 1.475 -6.683 0.368
H 0.109 2.049 -6.777 0.374
H -1.335 3.860 -6.888 0.335
H -0.277 -0.501 -5.478 0.520
H 0.134 -1.343 -3.196 0.530
N -6.989 -2.154 -1.937 -0.310
C -5.918 -1.851 -1.657 -0.481
C -4.580 -1.464 -1.313 0.532
C -3.588 -2.428 -1.138 -0.727
C -2.315 -2.011 -0.818 -0.563
N -1.993 -0.711 -0.672 0.896
C -2.953 0.214 -0.842 -0.579
C -4.253 -0.119 -1.156 -0.751
H -3.809 -3.481 -1.243 0.574
H -1.524 -2.736 -0.670 0.446
H -2.670 1.249 -0.710 0.561
H -5.000 0.652 -1.276 0.598
N 1.674 -0.912 -0.692 -0.190
C 2.962 -1.137 -0.953 -0.966
C 3.340 -2.110 -1.932 1.005
C 4.615 -2.066 -2.523 -0.321
C 4.955 -2.986 -3.496 -1.015
C 4.040 -3.955 -3.885 -0.413
C 2.768 -4.002 -3.321 -1.034
C 2.413 -3.080 -2.363 -0.220
C 3.916 -0.390 -0.154 1.249
C 5.060 -1.017 0.355 -0.453
C 5.929 -0.311 1.172 -1.051
C 5.679 1.010 1.462 -0.612
C 4.547 1.641 0.957 -0.800
C 3.655 0.934 0.171 -0.175
H 5.316 -1.293 -2.246 0.585
H 5.931 -2.947 -3.957 0.462
H 4.315 -4.678 -4.642 0.449
H 2.069 -4.768 -3.628 0.488
H 1.433 -3.120 -1.905 0.450
H 5.251 -2.060 0.133 0.627
H 6.806 -0.795 1.577 0.474
H 6.370 1.558 2.087 0.482
H 4.373 2.687 1.171 0.506
H 2.779 1.422 -0.245 0.494
```